8
Properties=species:S:1:pos:R:3:lowdin_charge:R:1 method="wB97M-V/def2-TZVPD" smiles="O=C([O-])[C@H](O)I" relative_energy_kj_mol=0.00 homo_lumo_gap_ev=7.805 total_charge=-1
C -0.25417 1.00497 0.02000 -0.82
C 0.16531 -0.57607 -0.31217 -0.73
O -0.81883 1.03418 1.11262 -0.04
O 0.09223 1.86310 -0.73040 -0.01
O -0.56394 -1.39146 0.46866 -0.15
I 2.38511 -0.71205 -0.04531 0.56
H -0.00657 -0.66684 -1.47546 0.10
H -0.99913 -0.55583 0.96206 0.10

100
Properties=species:S:1:pos:R:3:lowdin_charge:R:1 method="wB97M-V/def2-TZVPD" relative_energy_kj_mol=175.97 homo_lumo_gap_ev=9.669 total_charge=-1
O -1.14942 -2.83779 -0.43347 0.11
C -0.46861 -1.82245 -0.32608 -0.36
O -0.92070 -0.61552 -0.29979 0.23
B 0.13507 0.41265 -0.11764 -0.82
O 1.37932 -0.40288 -0.29303 0.20
C 1.07923 -1.72300 -0.30814 -0.30
O 1.84429 -2.68700 -0.45000 0.10
O 0.02377 0.97377 1.24989 0.27
C 0.21231 2.23680 1.19899 -0.39
O 0.27784 3.07159 2.09882 0.12
C 0.16325 2.66021 -0.26483 -0.33
O 0.02104 1.57079 -1.02976 0.22
O 0.33951 3.79294 -0.70649 0.11
C -2.52506 -4.05296 2.86490 -0.17
O -3.81798 -3.77385 3.35460 -0.12
H -2.51006 -3.95387 1.77952 0.06
H -1.76403 -3.41538 3.31483 0.07
H -2.23488 -5.05360 3.18522 0.08
H -4.35390 -4.51409 3.06061 0.07
C 3.60501 3.96342 0.24339 -0.14
O 3.07902 4.35724 -1.04361 -0.13
H 3.30612 2.95571 0.53197 0.06
H 4.69182 3.91086 0.30800 0.07
H 3.18642 4.61445 1.01089 0.07
H 2.12670 4.23616 -1.04915 0.01
C 4.18477 -5.59120 -0.80226 -0.07
C 5.43434 -5.24509 -0.02911 -0.31
O 5.22033 -5.13280 1.35598 -0.08
H 3.60193 -4.67734 -0.91732 0.06
H 3.61587 -6.39538 -0.33562 0.08
H 4.30126 -5.81514 -1.86263 0.08
H 5.75097 -4.26515 -0.38627 0.11
H 6.23040 -5.98640 -0.09882 0.11
H 5.79803 -4.44997 1.70472 0.10
C 1.33682 -3.97596 2.84974 -0.07
C 1.81013 -5.07737 1.85667 -0.33
O 2.67416 -5.97187 2.46967 -0.07
H 0.57429 -3.31804 2.43284 0.05
H 2.18508 -3.34725 3.12038 0.07
H 0.84686 -4.33130 3.75627 0.06
H 2.24091 -4.53723 1.01359 0.07
H 0.93865 -5.61062 1.47686 0.11
H 3.52691 -5.71819 2.10904 0.03
C -0.21019 7.35218 0.46480 -0.10
C -0.50745 6.33288 1.51824 -0.34
O 0.68592 6.07825 2.24970 -0.08
H -1.11169 7.61236 -0.08989 0.07
H 0.48264 6.91364 -0.25336 0.07
H 0.28593 8.25321 0.82551 0.07
H -0.94253 5.49023 0.98091 0.10
H -1.26713 6.73612 2.18785 0.10
H 0.85857 5.13416 2.27148 0.04
C -3.36237 1.22395 -1.28608 -0.06
C -4.22004 0.83108 -0.08667 -0.34
O -5.44587 0.48679 -0.57410 -0.09
H -2.51062 1.81056 -0.94185 0.06
H -3.89339 1.88185 -1.97404 0.08
H -2.98772 0.34392 -1.80883 0.07
H -4.43223 1.64612 0.60528 0.11
H -3.83274 -0.02987 0.45818 0.12
H -5.84473 1.27926 -0.94083 0.08
C -3.11077 3.75387 4.84268 -0.09
C -1.60364 3.77664 5.17882 -0.33
O -1.31007 4.70111 6.18917 -0.07
H -3.69988 3.29900 5.63900 0.06
H -3.38901 3.16725 3.96716 0.06
H -3.53371 4.74207 4.66181 0.07
H -1.06008 3.92664 4.24601 0.09
H -1.45764 2.75205 5.52085 0.11
H -0.36995 4.62921 6.36974 0.08
C 0.41008 3.06998 -4.42468 -0.08
C -0.93065 3.82435 -4.53927 -0.31
O -0.86527 4.48219 -5.78198 -0.09
H 0.40752 2.22944 -5.11864 0.07
H 0.55522 2.71701 -3.40368 0.05
H 1.24734 3.71372 -4.69432 0.08
H -0.90329 4.60222 -3.77621 0.11
H -1.78623 3.18697 -4.31597 0.10
H -0.51338 3.96549 -6.51054 0.08
C -4.40548 -2.70022 -1.43812 -0.04
C -5.01904 -3.77634 -2.48228 -0.30
O -3.95039 -4.34657 -3.13372 -0.09
H -3.65694 -3.24990 -0.86746 0.03
H -5.13453 -2.37745 -0.69489 0.07
H -3.88205 -1.86032 -1.89496 0.06
H -5.79130 -3.29321 -3.08084 0.09
H -5.55934 -4.64776 -2.11240 0.11
H -3.36263 -3.62085 -3.35609 0.09
C 4.48959 -0.00871 -1.90733 -0.07
C 4.46412 -1.24168 -2.84775 -0.34
O 5.18876 -0.85211 -3.94522 -0.08
H 4.03614 -0.18810 -0.93248 0.06
H 3.96085 0.82459 -2.37008 0.08
H 5.52275 0.33404 -1.85071 0.06
H 3.43805 -1.56753 -3.01830 0.11
H 5.00222 -2.08064 -2.40649 0.10
H 6.00409 -0.49147 -3.58916 0.08
O -2.38566 -5.37943 -0.86061 -0.07
H -3.04202 -5.17901 -1.52789 -0.01
H -1.74595 -4.67107 -0.93284 -0.01

41
Properties=species:S:1:pos:R:3:lowdin_charge:R:1 method="wB97M-V/def2-TZVPD" homo_lumo_gap_ev=8.118
C -0.88624 0.82478 -3.07704 -0.20
C 0.52474 1.05464 -2.92210 -0.19
C 0.70297 2.08456 -1.94875 -0.18
C -0.58985 2.49171 -1.48918 -0.20
C -1.58389 1.69919 -2.17495 -0.23
Hf -0.42064 0.06058 -0.81192 1.49
N -1.78534 -1.35797 -1.18564 -0.23
C -0.88124 -2.33238 -1.80109 -0.42
C 0.52217 -1.70388 -1.88746 -0.27
H 1.65376 2.55321 -1.68520 0.11
H 1.31521 0.59110 -3.51434 0.11
H -0.80303 3.34491 -0.84107 0.11
H -2.66077 1.86793 -2.15986 0.11
H -1.35353 0.21389 -3.84884 0.12
H 0.81139 -1.59908 -2.94954 0.04
H -0.88679 -3.28020 -1.22674 0.08
H -2.77769 -1.57552 -1.17595 0.06
H 1.29081 -2.29300 -1.36425 0.04
H -1.25916 -2.62956 -2.80674 0.09
C -2.31312 0.61950 1.25593 -0.10
N -1.16702 -0.25933 1.55503 -0.33
C -1.54188 -1.65044 1.92277 -0.07
C -0.28725 0.32309 2.63513 -0.14
C 1.12887 0.38650 2.09981 -0.25
C 2.26017 0.50512 2.91194 -0.06
C 3.52279 0.46603 2.30512 -0.10
C 3.66497 0.26087 0.92582 -0.09
C 2.51406 0.12270 0.12730 -0.16
C 1.28043 0.27784 0.72612 -0.22
H -3.25371 0.05734 1.15773 0.09
H -2.13302 1.17821 0.30512 0.04
H -2.39544 1.39765 2.02424 0.09
H -0.86414 -2.35184 1.40288 0.09
H -1.42701 -1.81654 3.01024 0.08
H -2.57513 -1.87251 1.61611 0.08
H -0.65655 1.31202 2.92620 0.11
H -0.38562 -0.26783 3.55705 0.11
H 2.08486 0.63930 3.98402 0.11
H 4.40441 0.56000 2.93406 0.09
H 4.63980 0.18510 0.43634 0.10
H 2.56664 -0.08769 -0.94831 0.08

12
Properties=species:S:1:pos:R:3:lowdin_charge:R:1 method="wB97M-V/def2-TZVPD" smiles="OCC(=S)CO" relative_energy_kj_mol=166.20 homo_lumo_gap_ev=8.580
C -0.26045 -1.19101 0.14006 -0.26
C 0.35995 -0.18686 -0.82785 -0.75
C 0.05599 1.30042 -0.48969 -0.28
H 0.70820 -1.12169 1.80274 0.10
H 0.12936 -2.18180 -0.08067 0.11
H -1.31135 -1.15667 -0.08612 0.12
H -0.03612 1.79119 -1.49579 0.13
H 1.02095 1.60874 0.01787 0.14
H -0.82703 1.04268 1.16621 0.07
O -0.13373 -0.76529 1.50823 -0.06
O -1.06670 1.49428 0.34190 -0.06
S 1.36093 -0.63396 -1.99691 0.75

no.,E_HOMO (eV),E_tot (Eh)
1,-4.7,-600.89496
2,-7.7,-2327.61679
3,-7.6,-780.33767
4,-8.8,-666.53073